# 1
Molecular formula: C20H21BF3N2O11S2
Method: DFT, ωB97M-V with the def2-TZVPD basis set

HOMO, eV: -5.63
Net charge: -1

Atoms and positions in Å:
C (-0.864, -2.098, 3.781)
C (-0.661, -2.399, 2.315)
C (-1.679, -3.351, 1.723)
N (0.288, -1.974, 1.596)
B (0.911, -0.579, 1.652)
C (-0.080, 0.604, 2.076)
C (-1.251, 0.714, 1.086)
C (-1.712, 2.157, 0.810)
O (-3.119, 2.363, 1.003)
N (1.516, -0.228, 0.237)
C (1.557, -0.957, -0.682)
S (1.583, -1.874, -1.972)
S (2.499, -0.575, 2.848)
O (2.248, 0.028, 4.145)
O (3.700, -0.096, 2.170)
C (2.984, -2.349, 3.210)
F (2.226, -2.895, 4.171)
F (2.909, -3.104, 2.114)
F (4.253, -2.353, 3.641)
H (-0.522, -2.950, 4.371)
H (-0.339, -1.202, 4.107)
H (-1.929, -1.965, 4.004)
H (-1.203, -3.882, 0.898)
H (-2.005, -4.102, 2.449)
H (-2.541, -2.782, 1.369)
H (0.495, 1.538, 2.041)
H (-0.451, 0.537, 3.099)
H (-2.123, 0.188, 1.481)
H (-0.956, 0.278, 0.131)
H (-1.204, 2.858, 1.473)
H (-1.466, 2.442, -0.219)
H (-3.562, 1.512, 0.929)
C (5.504, 3.563, -0.713)
C (4.927, 2.389, -0.364)
C (4.677, 1.298, -1.395)
O (4.173, 0.264, -1.027)
C (5.048, 1.562, -2.782)
C (5.613, 2.730, -3.100)
C (5.886, 3.799, -2.074)
O (6.424, 4.821, -2.489)
O (5.991, 3.072, -4.331)
O (4.560, 2.134, 0.863)
H (5.691, 4.346, 0.009)
H (4.849, 0.789, -3.512)
H (6.366, 3.971, -4.237)
H (4.157, 1.236, 0.966)
C (-6.209, 0.281, -3.223)
C (-5.497, 0.589, -2.128)
C (-4.480, -0.368, -1.541)
O (-3.888, 0.006, -0.547)
C (-4.274, -1.650, -2.178)
C (-4.988, -1.951, -3.272)
C (-5.997, -0.996, -3.866)
O (-6.579, -1.369, -4.870)
O (-4.886, -3.095, -3.931)
O (-5.611, 1.738, -1.485)
H (-6.937, 0.955, -3.653)
H (-3.549, -2.325, -1.745)
H (-5.514, -3.031, -4.678)
H (-4.960, 1.738, -0.754)

=====

# 2
Molecular formula: C20H21BF4OPPtSSe2Te2
Method: DFT, ωB97M-V with the def2-TZVPD basis set

Expectation value of S²: 2.022
Energy above the lowest of the compared OMol25 structures with the same formula, charge and spin, eV: 0.631
Spin multiplicity: 3
HOMO (spin up / spin down), eV: -4.08 / -4.04
Net charge: -1

Atoms and positions in Å:
Pt (0.148, 0.422, 0.224)
Se (0.205, 0.620, 2.725)
Te (0.738, 2.991, 3.315)
Te (-0.014, 4.295, 0.982)
Se (-1.126, 2.463, -0.268)
F (-1.592, -1.424, -3.741)
B (-0.456, -0.628, -3.534)
F (-0.542, -0.091, -2.201)
F (0.716, -1.389, -3.621)
F (-0.411, 0.435, -4.436)
C (2.311, 1.448, -2.132)
P (2.252, 0.318, -0.708)
C (3.529, 0.974, 0.413)
C (3.496, 2.329, 0.731)
C (4.412, 2.863, 1.624)
C (5.373, 2.050, 2.206)
C (5.407, 0.696, 1.899)
C (4.485, 0.158, 1.013)
C (2.990, -1.216, -1.335)
C (2.316, -2.421, -1.210)
C (2.894, -3.590, -1.691)
C (4.140, -3.557, -2.292)
C (4.818, -2.349, -2.425)
C (4.244, -1.184, -1.949)
H (3.338, 1.733, -2.363)
H (1.718, 2.334, -1.902)
H (1.851, 0.944, -2.983)
H (2.743, 2.974, 0.292)
H (4.355, 3.913, 1.879)
H (6.086, 2.466, 2.907)
H (6.150, 0.053, 2.355)
H (4.513, -0.900, 0.789)
H (1.336, -2.443, -0.752)
H (2.357, -4.526, -1.601)
H (4.589, -4.471, -2.663)
H (5.790, -2.318, -2.901)
H (4.777, -0.245, -2.047)
C (-2.487, -3.510, 1.604)
S (-1.410, -2.082, 1.437)
O (-0.458, -2.423, 0.331)
C (-2.639, -0.997, 0.731)
C (-3.373, -0.165, 1.565)
C (-4.324, 0.668, 1.001)
C (-4.519, 0.668, -0.375)
C (-3.771, -0.164, -1.196)
C (-2.825, -1.016, -0.644)
H (-2.932, -3.727, 0.633)
H (-3.254, -3.279, 2.343)
H (-1.874, -4.344, 1.944)
H (-3.168, -0.142, 2.629)
H (-4.891, 1.342, 1.631)
H (-5.247, 1.340, -0.813)
H (-3.901, -0.148, -2.270)
H (-2.210, -1.645, -1.273)

=====

# 3
Molecular formula: C20H21BrCoN3
Method: DFT, ωB97M-V with the def2-TZVPD basis set

Expectation value of S²: 6.054
Energy above the lowest of the compared OMol25 structures with the same formula, charge and spin, eV: 0.000
Spin multiplicity: 5
HOMO (spin up / spin down), eV: -13.30 / -13.36
Net charge: +2

Atoms and positions in Å:
Co (-0.096, 0.735, 0.687)
Br (-0.983, -1.255, -0.595)
C (0.746, -1.504, -1.429)
C (0.895, -2.596, -2.218)
C (2.149, -2.803, -2.838)
C (3.163, -1.916, -2.639)
C (2.994, -0.778, -1.807)
C (4.050, 0.142, -1.595)
C (3.883, 1.225, -0.786)
C (2.644, 1.436, -0.138)
C (1.580, 0.584, -0.304)
C (1.751, -0.544, -1.163)
H (0.083, -3.294, -2.372)
H (2.291, -3.671, -3.467)
H (4.123, -2.071, -3.118)
H (4.999, -0.036, -2.086)
H (4.699, 1.920, -0.634)
H (2.554, 2.301, 0.514)
C (-0.183, 1.040, 2.818)
C (-0.156, -0.369, 2.838)
C (1.074, -1.088, 2.694)
C (1.083, -2.456, 2.667)
C (-0.121, -3.168, 2.794)
C (-1.341, -2.489, 2.977)
C (-1.363, -1.124, 2.987)
C (-0.111, -4.602, 2.721)
N (-0.099, -5.749, 2.641)
H (0.740, 1.586, 2.994)
H (-1.095, 1.542, 3.124)
H (1.999, -0.534, 2.594)
H (2.014, -2.997, 2.558)
H (-2.251, -3.059, 3.110)
H (-2.299, -0.597, 3.131)
N (-4.439, 2.963, -2.231)
C (-3.199, 3.326, -1.439)
C (-2.534, 2.081, -0.855)
N (-1.307, 2.421, -0.122)
H (-4.876, 3.795, -2.637)
H (-5.146, 2.507, -1.647)
H (-4.223, 2.328, -3.004)
H (-3.517, 4.024, -0.667)
H (-2.539, 3.846, -2.130)
H (-2.270, 1.384, -1.653)
H (-3.219, 1.561, -0.182)
H (-1.499, 3.059, 0.646)
H (-0.649, 2.896, -0.737)

=====

# 4
Molecular formula: C20H21Cl2FLiN4O2
Method: DFT, ωB97M-V with the def2-TZVPD basis set

Energy above the lowest of the compared OMol25 structures with the same formula, charge and spin, eV: 0.000
HOMO, eV: -2.93
Net charge: -1

Atoms and positions in Å:
Li (0.076, 1.235, 0.932)
Cl (-4.098, -1.144, 6.380)
C (-3.361, -0.462, 4.949)
C (-4.177, 0.178, 4.002)
C (-3.625, 0.722, 2.881)
Cl (-4.652, 1.502, 1.717)
C (-2.206, 0.689, 2.592)
O (-1.736, 1.213, 1.557)
C (-1.427, 0.003, 3.588)
C (-0.001, -0.163, 3.453)
O (0.714, 0.196, 2.528)
C (-2.016, -0.548, 4.742)
H (-5.245, 0.239, 4.161)
H (0.469, -0.694, 4.306)
H (-1.384, -1.047, 5.468)
C (-0.149, 0.037, -1.847)
N (0.024, -0.418, -0.457)
C (-1.120, -1.274, -0.106)
N (-1.238, -2.431, -1.000)
C (-1.383, -1.926, -2.369)
N (-0.256, -1.090, -2.780)
C (0.971, -1.881, -2.664)
N (1.179, -2.389, -1.303)
C (1.246, -1.236, -0.398)
C (0.013, -3.190, -0.932)
H (0.702, 0.657, -2.125)
H (-1.057, 0.641, -1.904)
H (-2.032, -0.678, -0.158)
H (-0.995, -1.623, 0.921)
H (-2.301, -1.338, -2.431)
H (-1.461, -2.776, -3.051)
H (1.820, -1.253, -2.941)
H (0.914, -2.729, -3.352)
H (2.094, -0.610, -0.675)
H (1.381, -1.587, 0.627)
H (0.146, -3.558, 0.088)
H (-0.059, -4.047, -1.608)
F (3.758, 1.362, -4.432)
C (3.193, 1.767, -3.247)
C (3.699, 1.296, -2.052)
C (3.134, 1.712, -0.857)
C (2.022, 2.598, -0.795)
C (1.367, 2.927, 0.422)
C (1.579, 3.075, -2.062)
C (2.146, 2.670, -3.258)
H (4.539, 0.610, -2.061)
H (3.544, 1.334, 0.075)
H (0.779, 3.842, 0.437)
H (1.951, 2.771, 1.331)
H (0.745, 3.768, -2.088)
H (1.774, 3.044, -4.205)

=====

# 5
Molecular formula: C20H21ClN2O11P
Method: DFT, ωB97M-V with the def2-TZVPD basis set

Energy above the lowest of the compared OMol25 structures with the same formula, charge and spin, eV: 7.254
HOMO, eV: -12.10
Net charge: +1

Atoms and positions in Å:
O (6.553, -1.349, -1.876)
C (5.265, -1.242, -1.459)
O (4.401, -2.435, -1.192)
C (3.282, -2.372, -2.167)
C (2.497, -3.815, -2.300)
C (0.900, -3.705, -1.923)
C (-0.019, -3.442, -3.286)
C (-0.777, -1.994, -3.044)
C (-0.565, -0.709, -4.042)
N (-1.424, 0.347, -3.352)
C (-2.141, -0.138, -2.109)
N (-1.738, -1.612, -1.937)
P (-2.381, -2.592, -0.588)
O (-4.119, -2.250, -0.601)
Cl (-2.270, -4.687, -0.980)
H (4.849, -0.131, -1.372)
H (2.572, -1.489, -1.816)
H (3.755, -2.114, -3.206)
H (2.588, -4.184, -3.407)
H (2.969, -4.585, -1.545)
H (0.656, -2.867, -1.136)
H (0.576, -4.735, -1.430)
H (0.649, -3.344, -4.258)
H (-0.852, -4.254, -3.427)
H (0.074, -0.622, -5.020)
H (-1.522, 1.334, -3.696)
H (-2.878, 0.514, -1.448)
H (-4.438, -2.766, -1.421)
C (-4.131, 2.773, 1.334)
C (-3.863, 1.506, 1.657)
C (-3.463, 1.129, 3.040)
O (-3.242, -0.046, 3.312)
C (-3.344, 2.201, 4.040)
C (-3.608, 3.468, 3.716)
C (-4.035, 3.842, 2.340)
O (-4.289, 5.013, 2.077)
O (-3.495, 4.482, 4.650)
O (-3.949, 0.497, 0.716)
H (-4.425, 3.061, 0.332)
H (-3.035, 1.915, 5.037)
H (-3.741, 5.305, 4.174)
H (-3.709, -0.327, 1.194)
C (3.013, 3.139, 1.342)
C (2.712, 2.155, 0.492)
C (2.225, 0.835, 0.979)
O (1.938, -0.044, 0.173)
C (2.112, 0.635, 2.432)
C (2.417, 1.618, 3.282)
C (2.877, 2.947, 2.794)
O (3.132, 3.836, 3.599)
O (2.315, 1.436, 4.649)
O (2.840, 2.328, -0.874)
H (3.366, 4.105, 1.002)
H (1.774, -0.335, 2.773)
H (2.589, 2.291, 5.047)
H (2.560, 1.475, -1.272)